1.
A molecular structure, C19H21BrN3O2ReSi. Source: the Open Molecules 2025 dataset; level of theory: ωB97M-V with the def2-TZVPD basis set.

XYZ file:
```
48
Properties=species:S:1:pos:R:3
C 1.7725 -0.2049 1.9472
H 1.0198 0.3358 2.5043
H -2.7143 1.3441 1.5904
N 1.5941 -0.2936 0.6018
C 3.6175 -1.5752 0.4358
C -0.7204 1.8029 0.8397
C 2.5175 -0.9581 -0.1220
H 6.2523 -3.2012 -0.8961
C -1.7220 -3.3400 -1.7297
C -2.3337 -1.6895 0.4034
H -3.6574 1.5759 -2.9430
N -1.4355 -1.2791 -0.5396
H -1.4793 -3.9812 -2.5668
H 6.1789 -2.2415 0.5377
C 0.2717 3.8544 1.6456
C -1.8743 2.0272 1.6189
H -3.7682 1.3160 -1.1835
H -0.9130 4.9254 3.0766
H -0.8764 3.9749 -2.8451
H -3.6141 2.9601 -1.8645
C 0.3545 2.7301 0.8471
C -0.5758 2.9366 -3.0276
H -2.7911 3.3241 3.0492
C 2.8495 -0.7861 2.5682
H 2.9512 -0.7035 3.6414
C -3.2994 1.9151 -1.9620
C -1.9230 3.1428 2.4291
H 0.5051 2.8511 -2.9251
O -3.1730 -4.9397 -0.9282
H 1.2574 2.5721 0.2540
H 1.0839 4.5688 1.6658
C -2.6510 -3.7577 -0.7507
H 4.6205 -1.9734 2.3006
C -1.1629 -2.1164 -1.5714
N 5.7110 -2.6345 -0.2600
C -0.8585 4.0510 2.4410
Br 0.0918 -1.4005 -2.7829
Si -1.4889 1.8117 -1.9326
O 3.8472 -2.7800 -1.5503
H 2.3732 -1.0427 -1.1898
H -2.5304 -1.0052 1.2174
H -3.8118 -5.2047 -0.2477
C 3.7853 -1.4886 1.8089
Re -0.2336 0.3442 -0.4071
H -3.6634 -3.1857 1.0920
C -2.9528 -2.9002 0.3273
H -0.8551 2.7193 -4.0671
C 4.4246 -2.4001 -0.5503
```

## Properties
2S+1: 4
energy: -3992.10676 a.u.
total charge: +3
relative energy (zero: lowest compared OMol25 entry of this formula, charge and spin): 25.9 kJ/mol

Here are the Mulliken charges for atoms 1 to 4, given in e:
1 C -0.299
2 H 0.526
3 H 0.287
4 N -0.239



2.
8 unconnected molecules or ions with the total composition C34H38F2N4O2 in a non-equilibrium geometry. Source: the Open Molecules 2025 dataset; level of theory: ωB97M-V with the def2-TZVPD basis set.

XYZ file:
```
80
Properties=species:S:1:pos:R:3
H -5.0029 1.9120 2.7248
C 4.4415 0.0227 -0.7065
H -6.3215 2.0556 -3.5452
C 3.7093 -3.2134 4.6599
C 5.2209 0.8392 -2.8418
H -6.5597 -0.4453 -3.4488
H -2.2698 -1.1356 -4.4454
C -2.3831 0.3916 4.2111
H 2.6566 -3.4575 -1.9068
C -4.2223 1.1938 2.9389
C -5.7215 0.0267 -2.9585
H 1.7363 -5.0360 -1.8260
C -3.7657 1.4306 -1.4710
H 1.0197 -1.5041 5.6429
C -4.8391 -0.6502 -2.1244
H 1.8195 -3.8642 2.1206
F 4.4155 0.0888 0.6325
C -5.6365 1.4210 -2.9954
C 2.2286 2.3524 2.2808
N 0.8799 4.4986 1.1430
H -3.0164 1.9919 -0.9298
C -4.0562 0.0854 2.0955
H -1.2091 -1.0497 -0.5511
H 3.1825 -2.1608 6.4487
H 0.4960 -2.8981 -0.5876
H 2.7788 1.5277 2.7142
N -2.1621 -0.6357 3.4049
C -3.0333 -0.7995 2.3842
H 0.0739 -2.6266 3.5490
H -3.0691 1.0666 -5.1682
C 3.4689 -0.7071 -1.3937
H -1.6110 0.5062 4.9648
H 1.4208 -0.1860 0.2668
H 1.1232 0.8891 -2.6582
C 4.2714 0.1158 -3.5307
H -0.7830 3.7978 2.1640
H -4.8549 -1.7235 -1.9800
H -0.0788 -1.4022 -3.3986
C -4.6893 2.1044 -2.2605
C -3.8593 0.0500 -1.4385
C -3.3775 1.3511 4.0125
C 0.2834 3.6849 1.9894
C 1.5834 -2.2131 5.0485
H 4.7555 -3.3978 4.8710
C 2.2043 4.3721 0.9724
C -0.4173 -0.4010 -3.6252
C 2.9033 3.3142 1.5242
C 0.8847 2.5485 2.5350
H 5.9463 1.4948 -3.3065
C 2.0586 -3.4429 3.0918
H 2.8713 -1.3829 -0.7931
C 3.4067 -0.6528 -2.7634
H 2.6883 5.0232 0.2570
C 5.3638 0.7509 -1.4425
H -3.5549 2.1546 4.7133
H 4.1622 0.2483 -4.5974
F -3.0138 -0.6443 -0.6406
O 1.0941 -3.6527 -0.5092
H 0.3820 -1.3137 1.2161
H 3.9693 3.2085 1.3661
H 0.3189 1.8367 3.1215
H -1.6900 3.0301 -4.6592
C -1.6179 -0.2837 -4.2706
H 1.1354 -3.6384 -2.6419
C 2.8536 -2.5351 5.4860
O -0.2602 -1.0519 -0.6773
C -1.4034 2.0628 -4.2566
C -2.1135 0.9502 -4.6763
H 6.1991 1.3374 -1.0839
C 0.4074 -0.4999 0.4802
C 0.1947 0.7816 -3.2026
N -0.2391 1.9903 -3.5988
C 1.1019 -2.7534 3.8525
H -0.2707 0.2983 0.7983
H -4.7031 3.1863 -2.2761
N 3.3357 -3.6023 3.4334
C 1.6942 -3.9514 -1.7468
H -4.6486 -0.1300 1.2189
H -2.8964 -1.6770 1.7659
H 2.6098 -1.2729 -3.1654
```

## Properties
SMILES: Fc1ccccc1.Fc1ccccc1.c1ccncc1.c1ccncc1.c1ccncc1.c1ccncc1.CO.CO
energy: -1887.52636 a.u.
relative energy (zero: lowest compared OMol25 entry of this formula, charge and spin): 78.8 kJ/mol

Here are the Mulliken charges for atoms 1 to 4, given in e:
1 H 0.414
2 C -0.140
3 H 0.374
4 C -0.288



3.
A molecular structure, C47H64AgNO2SeSi. Source: the Open Molecules 2025 dataset; level of theory: ωB97M-V with the def2-TZVPD basis set.

XYZ file:
```
117
Properties=species:S:1:pos:R:3
H -5.6741 -1.2839 0.6341
C 4.5563 -0.7339 0.7535
C 0.0424 -4.0054 3.0954
H -1.3988 5.1068 1.5977
H -2.0017 -1.3997 0.2102
H 5.0388 3.9464 1.8887
C 4.2406 -3.2603 0.6055
H 0.8401 4.0513 -0.2175
C -4.4581 -1.0817 -1.6579
H -1.2662 -5.8462 -3.3212
C -2.6503 -4.6539 3.1275
H 4.0365 5.5818 0.2955
H 6.5449 -0.1844 -1.0171
H 3.2390 6.4120 1.6537
H -6.5480 1.5164 -0.7502
H -3.7094 -4.8891 3.1357
C 4.1389 -1.0771 -1.7724
Si -0.0426 -2.8153 0.4245
Ag -0.3718 -0.4294 -1.8884
C 0.6786 -5.3200 -4.1436
C 5.0129 -2.1688 0.6436
H -2.6826 -3.9707 1.0990
H -0.6532 -0.4978 0.9117
H 1.8258 5.1037 3.2780
C 5.7651 0.5886 -1.0213
C 3.3691 -0.6577 1.7333
C -4.7082 4.2956 2.1003
C -6.2098 0.6442 -1.3178
H -2.3449 -5.2266 5.1818
H 2.2936 5.8661 0.2515
C 1.7950 -2.4898 0.7637
H 4.7681 -4.2080 0.5139
H 4.4366 2.0441 0.9111
H -4.8503 5.1248 2.8017
H -5.2353 -1.8510 -1.5465
H -6.1220 0.9362 -2.3689
H 3.9691 -0.5886 -2.7297
C -0.8364 -5.0765 -3.9682
C 1.6663 4.3536 2.4929
H 2.4494 -4.3971 0.2625
H -4.5879 3.3744 2.6783
C -2.0400 3.4210 -0.5210
H 1.1020 -3.7576 3.0935
H 5.7269 1.0343 -2.0194
C -0.2676 -3.9993 -1.0636
C 3.3422 1.1009 -0.6439
C 2.1744 1.1393 -1.4863
C -4.8546 0.1298 -0.8010
H 0.7745 4.6362 1.9304
H 5.3758 -0.1998 1.2487
H 1.2552 -0.8089 1.9408
H -4.3509 -0.8150 -2.7071
C -0.5377 -4.5163 4.2559
H -1.2990 -4.3744 -0.9915
H -6.9751 -0.1397 -1.2382
O 1.8880 0.2430 -2.3606
H 1.9323 -3.6774 -2.1240
H 4.0073 2.9677 2.9484
C 4.3956 -0.0282 -0.6773
C -1.7712 2.4068 -1.4155
H 1.7485 -0.4318 0.3357
C 3.1304 5.6138 0.9074
H -2.8751 6.0951 -0.1982
C -0.9121 -1.2591 0.1723
H 0.3801 -4.8932 -0.9947
H 4.1938 4.7065 3.2463
C 4.1083 3.9440 2.4646
C 1.2622 -3.2381 -2.8679
C -5.0376 -0.3899 0.6374
C -1.0867 -3.6835 -3.3663
C -0.7025 -3.7947 1.9334
H -5.5074 0.3514 1.2904
H -3.9246 6.7046 1.1013
H -2.0857 -3.6230 -2.9311
C -2.2821 4.7951 2.1597
C 2.6701 3.1723 0.5204
C -2.0632 -4.1365 1.9798
O -2.4906 0.4937 -2.6335
C -2.6994 1.3312 -1.6884
C 2.7683 -3.3947 0.5562
H -3.4966 -1.4954 -1.3395
H -1.0617 -2.9268 -4.1556
C -3.8313 1.2827 -0.8073
H -1.3552 -5.1444 -4.9313
H -4.9343 2.2686 0.7150
C -3.7362 5.8548 0.4308
H -4.0691 -0.6565 1.0702
H 3.6236 -1.2931 2.5878
C -3.1942 3.4117 0.2677
C -3.4814 4.5653 1.2282
C 1.2996 2.2676 -1.2635
N -0.1123 -3.3230 -2.3575
C 2.0120 -1.0617 1.1899
C 2.8986 4.2509 1.5816
H 1.0697 -3.3874 -5.0246
H 3.2588 -1.6831 -1.5625
H -2.5058 5.5774 2.8962
C -1.8872 -4.8402 4.2769
Se -0.1783 2.4333 -2.4987
H -1.3289 4.2380 -0.4410
H -5.6158 4.2045 1.4960
H -2.0290 3.8736 2.6904
H 0.8711 -5.9073 -5.0453
H 6.0870 -2.3317 0.5877
H 5.0075 -1.7386 -1.8466
H 1.4627 3.3886 2.9661
H 3.2741 0.3611 2.1138
H 2.5031 -4.1566 -4.3628
C 1.4372 -3.9932 -4.1900
H 1.0598 -5.9045 -3.2992
H 6.0505 1.3692 -0.3127
H -4.6027 5.7269 -0.2241
C 3.5421 2.1141 0.2966
H 0.0656 -4.6629 5.1456
C -4.0431 2.3216 0.0977
C 1.5437 3.2296 -0.3087
H 1.5680 -2.1917 -2.9850
```

## Properties
energy: -4872.47285 a.u.
total charge: -2

Here are the Mulliken charges for atoms 1 to 4, given in e:
1 H 0.507
2 C 0.356
3 C -0.308
4 H 0.314